## 1
This record from the Open Molecules 2025 dataset describes 2 unconnected molecules or ions with the total composition C4H12O3. The level of theory is the ωB97M-V functional and the def2-TZVPD basis.

Positions of all 19 atoms, in Å:
O 0.34 0.31 2.15
C 0.77 0.89 0.92
C -0.37 1.74 0.37
C -1.39 1.01 -0.48
C -2.01 -0.22 0.18
O -1.57 -1.41 -0.47
H 1.05 -0.21 2.53
H 1.59 1.57 1.14
H 1.08 0.17 0.16
H -0.81 2.22 1.26
H 0.05 2.61 -0.13
H -0.90 0.66 -1.39
H -2.17 1.70 -0.77
H -3.09 -0.13 0.15
H -1.78 -0.23 1.25
H -1.38 -2.08 0.20
O 3.35 -1.77 -2.19
H 4.18 -2.23 -2.34
H 2.80 -2.01 -2.94

## Properties
SMILES = OCCCCO.O
Net charge = 0
HOMO level = -9.8 eV
LUMO level = 0.78 eV
Multiplicity = 1

***

## 2
This record from the Open Molecules 2025 dataset describes 3 unconnected molecules or ions with the total composition C4H12O3. The level of theory is the ωB97M-V functional and the def2-TZVPD basis.

Positions of all 19 atoms, in Å:
C 1.59 2.33 -0.84
C 0.68 1.37 -0.05
C 0.52 0.07 -0.35
C -0.80 -0.28 -0.77
O -1.93 0.45 -0.35
H 1.23 2.23 -1.89
H 2.71 2.27 -0.70
H 1.36 3.40 -0.38
H 0.24 1.86 0.87
H 1.41 -0.35 -0.83
H -0.82 -0.16 -1.87
H -1.14 -1.33 -0.93
H -1.72 1.38 -0.53
O 1.68 -2.96 1.45
H 1.06 -2.98 0.65
H 2.15 -3.74 1.21
O -2.89 -1.57 1.76
H -2.55 -1.13 1.01
H -2.76 -0.87 2.53

## Properties
SMILES = C/C=C/CO.O.O
Net charge = 0
HOMO level = -8.6 eV
LUMO level = 0.40 eV
Multiplicity = 1

***

## 3
This record from the Open Molecules 2025 dataset describes 2 unconnected molecules or ions with the total composition C4H12O3. The level of theory is the ωB97M-V functional and the def2-TZVPD basis.

Positions of all 19 atoms, in Å:
C -1.22 2.75 -1.30
C -0.51 1.87 -0.28
O -1.46 0.81 0.03
C -1.07 0.07 1.09
O -0.02 -0.66 0.74
C -0.19 -1.82 0.03
H -0.65 3.69 -1.36
H -2.26 2.99 -1.00
H -1.23 2.29 -2.30
H -0.21 2.48 0.59
H 0.41 1.49 -0.75
H -1.85 -0.55 1.56
H -0.64 0.73 1.87
H -0.57 -1.59 -0.98
H -0.91 -2.48 0.54
H 0.77 -2.36 -0.08
O 3.85 -2.88 0.35
H 4.56 -3.56 0.27
H 3.20 -3.26 0.98

## Properties
SMILES = CCOCOC.O
Net charge = 0
HOMO level = -10.0 eV
LUMO level = 0.77 eV
Multiplicity = 1

***

## 4
This record from the Open Molecules 2025 dataset describes 3 unconnected molecules or ions with the total composition C4H12O3. The level of theory is the ωB97M-V functional and the def2-TZVPD basis.

Positions of all 19 atoms, in Å:
C 0.67 -0.03 3.14
C 1.15 -0.96 2.07
C 0.19 -1.00 0.89
C 0.62 -1.65 -0.41
O 1.64 -1.54 -1.02
H 1.27 0.05 4.04
H 0.62 1.00 2.75
H -0.41 -0.15 3.30
H 2.13 -0.64 1.71
H 1.28 -1.97 2.48
H -0.69 -1.55 1.23
H -0.10 0.01 0.59
H -0.23 -2.25 -0.81
O -1.48 2.55 -3.38
H -0.55 2.65 -3.14
H -1.49 1.74 -3.89
O -1.95 1.39 -0.71
H -1.99 1.67 0.22
H -1.58 2.17 -1.10

## Properties
SMILES = CCCC=O.O.O
Net charge = 0
HOMO level = -9.7 eV
LUMO level = 0.53 eV
Multiplicity = 1

***

The most stable arrangement is 4, and the next structure is 0.085 eV less stable.